# 1
The following is a DFT calculation (ωB97M-V/def2-TZVPD) of a cluster of 12 separate species, C42H59ClO38 in total in a non-equilibrium geometry.

Geometry as ORCA input:
```
! wB97M-V def2-TZVPD RIJCOSX def2/J DEFGRID3
* xyz 0 1
H 3.392 1.375 -7.182
H 3.413 -2.152 -4.661
C -0.127 6.440 8.192
C 7.348 -0.571 2.173
O 4.437 -3.157 -1.866
O 0.762 7.560 8.335
H 0.821 1.925 -0.625
H -2.106 2.777 3.671
H -1.254 -3.145 -1.061
O 1.733 1.097 -11.877
H -2.803 -7.678 -2.623
H 1.885 -1.434 -4.194
O -3.275 -9.601 -3.216
H 0.438 -3.538 -0.690
H 2.396 -0.034 0.588
C -3.439 -8.501 -2.301
H 7.242 1.181 4.766
H 6.111 -2.459 0.790
C -4.524 6.186 5.842
C 3.039 1.549 -12.262
H -11.044 -10.349 0.142
O 7.636 -0.780 1.038
O -1.465 10.986 9.791
H -3.657 5.869 6.424
H 0.249 11.716 12.417
C -10.332 -10.090 -0.636
H 0.884 -1.416 -8.485
O 0.059 1.796 5.163
C -4.259 -9.540 -4.138
O 1.760 -2.909 -5.654
O 7.378 0.638 2.765
O 2.378 -2.545 -1.203
C -8.323 -9.063 -0.729
O 0.538 3.654 6.335
C -0.595 -3.807 -0.495
O 2.554 1.541 -3.602
H -0.438 1.524 -5.081
H -3.141 2.084 4.931
O -0.596 1.145 0.689
H -1.615 6.956 9.705
C -0.942 -3.836 0.981
O -7.503 -8.206 -0.734
H 4.274 0.477 -5.943
O 4.100 -2.529 0.234
C -0.301 -0.884 -6.809
C -5.421 4.360 4.860
H 2.254 -3.060 -3.675
C 6.748 0.532 4.049
C 1.085 7.684 9.636
C 0.184 0.566 -6.874
C 0.771 1.405 0.327
H -0.422 -1.177 -5.766
O -1.765 11.619 11.902
H 6.181 -2.082 -1.593
C 1.870 0.026 -11.071
H 0.268 12.085 10.021
H -0.425 10.085 12.237
O -1.608 -0.465 1.889
O -2.269 -6.753 -0.170
H 3.890 -0.327 -12.977
H 0.798 0.328 -4.787
O -1.919 -4.888 1.037
O -5.533 5.176 5.933
H -10.870 -9.872 -1.560
H -8.998 -11.655 0.092
O -3.522 11.567 10.495
C -2.116 2.327 4.664
H 5.704 0.830 3.952
C 3.534 -2.730 -0.970
O -5.182 -8.620 -3.791
O -9.582 -8.930 -0.257
H 1.225 2.027 1.100
C 1.355 0.007 0.284
H 6.387 -3.845 -1.611
H 0.498 10.326 10.022
C -1.168 1.152 4.772
O 5.494 2.332 -8.133
C 6.905 -0.945 4.358
H -1.044 0.615 3.840
C 2.536 1.960 -4.749
H 4.890 0.494 -11.758
H -0.605 1.189 -7.282
H 2.660 -2.509 -7.475
C 0.476 1.098 -5.480
C -0.650 -0.045 1.318
H -4.892 6.907 3.816
H -0.861 6.638 7.417
H -1.362 -2.907 1.352
O -0.853 -5.163 -0.891
C -0.725 6.335 9.582
H -0.955 5.316 9.879
C -0.430 11.099 11.835
C 3.873 0.295 -12.081
O -8.122 -10.314 -1.202
C 5.436 -3.066 0.200
H 5.413 -4.080 0.601
O 0.526 -0.694 1.227
O 1.923 8.415 10.058
O 0.323 6.873 10.402
O 3.679 2.377 -5.378
H -5.530 -8.777 -1.765
H -1.460 0.449 5.554
H 1.038 0.699 -7.531
C 0.616 -1.864 -7.525
H -1.286 -0.946 -7.260
C 4.110 1.466 -6.372
H 7.844 -1.170 4.864
C 2.354 -2.373 -4.503
O -4.305 -10.207 -5.123
H -9.459 -11.847 -1.612
Cl 6.767 1.988 -5.897
O -1.551 3.260 5.603
C -2.367 11.409 10.708
H -3.203 6.447 4.116
H 2.273 -1.105 -6.445
H 6.080 -1.360 4.930
O -4.554 4.879 3.955
H 3.342 2.348 -11.591
C 5.747 -3.032 -1.281
H -0.090 -4.118 1.601
H 3.026 1.920 -13.283
C -4.917 -8.196 -2.440
C 1.925 -2.082 -6.796
C -0.242 2.965 5.757
H -4.896 7.129 6.233
C -9.240 -11.125 -0.831
C -0.150 11.132 10.347
H -5.155 -7.144 -2.319
H 0.452 5.560 7.915
C -4.238 6.218 4.353
C 5.387 1.975 -6.973
C -1.733 -5.701 -0.021
H 0.119 -2.814 -7.687
O 3.150 -0.403 -11.056
H 1.252 -0.468 -0.690
H -3.151 -8.792 -1.298
O 0.981 -0.478 -10.461
O 1.439 2.183 -5.481
O 6.942 -1.521 3.045
O -5.992 3.329 4.730
*
```

**Lowest unoccupied orbital energy**: -0.0051 Ha
**Frontier orbital gap**: 0.3480 Eh
**Total energy**: -4955.2197 hartree
**Structure (SMILES)**: COCCCCCOC(=O)OCC(=O)Cl.O=C1OCCO1.O=C1OCCO1.O=C1OCCO1.O=C1OCCO1.O=C1OCCO1.O=C1OCCO1.O=C1OCCO1.O=C1OCCO1.O=C1OCCO1.O=C1OCCO1.O=C1OCCO1


# 2
The following is a DFT calculation (ωB97M-V/def2-TZVPD) of a structure of composition C42H59GaN7O2P2Si2 in a non-equilibrium geometry.

Geometry as ORCA input:
```
! wB97M-V def2-TZVPD RIJCOSX def2/J DEFGRID3
* xyz 1 1
C 4.276 -1.119 1.884
H 0.157 1.910 -2.867
H 0.486 -1.594 -2.993
H 4.487 2.663 0.729
Ga 0.690 -0.770 0.015
H 4.871 -1.618 -1.187
C -2.107 5.012 0.734
H -5.782 0.304 -1.034
C -2.349 4.891 2.087
C -2.785 1.204 -4.317
H -4.245 2.370 -5.350
H -1.360 0.261 -3.037
C -3.851 2.061 -4.408
H -5.821 -1.472 -0.851
H -1.726 3.990 -1.135
H -1.552 -4.081 4.830
C 1.704 3.008 1.875
C 1.536 4.377 -0.070
C 0.958 -5.451 -1.529
O 0.626 0.248 2.830
Si -4.019 -0.585 0.687
C 0.786 -1.763 4.144
C 1.604 2.518 -4.497
C -1.083 -4.517 -2.471
C 0.653 -0.974 2.845
H 1.513 -3.391 -4.246
H 5.883 1.725 1.202
H 2.451 -3.676 -0.562
H -5.198 3.219 -3.192
H -2.706 3.577 3.759
N 1.735 -4.485 -2.368
H 4.929 2.670 -3.823
H -4.761 0.344 2.955
C 2.128 2.141 -2.130
C -5.180 -0.609 -0.906
C 1.953 -3.339 -1.510
C -2.032 3.857 -0.067
H -3.245 -2.424 2.444
H 2.543 -2.660 -2.066
C 4.802 1.750 1.236
N 1.494 -3.132 3.928
C 1.600 3.074 0.479
H 0.907 -5.037 -4.174
C -0.542 -3.678 4.983
H 1.213 6.496 0.100
H 4.622 1.796 2.293
H 1.342 -1.082 4.841
C -2.623 1.491 -1.908
C -0.097 -2.374 -2.462
H -4.563 -0.705 -1.783
C 5.050 -0.581 -1.044
C -2.234 0.881 -3.085
C -4.283 2.633 -3.193
C 0.985 -4.117 -3.589
H 1.301 6.258 2.740
C -2.476 3.650 2.698
H 5.096 -0.870 2.539
C 3.887 2.516 -3.650
H 4.847 0.038 -1.977
H 3.377 2.869 -5.719
H -5.050 -2.456 2.150
C 1.209 2.162 -3.179
H 3.393 -1.074 2.582
N -0.275 -3.535 -3.317
H -2.330 1.517 2.369
N 0.659 -2.638 -1.167
H -3.851 -3.109 0.932
C -0.067 0.776 -0.670
C 3.505 2.331 -2.319
P -1.746 1.048 -0.329
H -2.152 5.989 0.239
C -0.265 -3.644 -0.443
H 0.851 2.721 -5.301
H 2.077 -3.077 3.064
C -2.018 2.586 0.557
N -2.433 -0.289 0.229
H 1.636 4.537 -1.190
O 0.787 -1.722 1.679
H -1.349 -1.980 3.988
H 0.725 -6.374 -2.139
H 1.478 -5.665 -0.592
C 1.431 4.107 2.660
H -0.765 -1.566 5.677
N 2.447 0.357 0.064
C 2.983 2.722 -4.728
H -2.215 5.764 2.719
Si 4.132 0.064 0.496
H 2.166 -3.183 4.740
H 6.148 -0.484 -0.892
H -1.218 -3.232 -0.278
N -0.388 -4.935 -1.190
C -4.055 -2.298 1.668
C -0.536 -2.162 4.785
H 1.477 3.993 3.737
C 1.394 5.421 2.095
C -3.740 2.314 -1.976
P 1.502 1.545 -0.532
H 2.009 2.075 2.346
H -0.037 -4.211 2.987
C 1.378 5.571 0.675
C -2.324 2.495 1.942
H -1.071 -1.905 -2.123
H -2.413 0.667 -5.188
H 4.259 2.162 -1.548
H -1.990 -3.971 -2.250
H -0.244 -3.995 6.036
H -4.152 2.825 -1.078
H -5.891 0.635 1.574
C -4.868 0.628 1.859
H 4.346 -2.158 1.565
H -4.521 1.622 1.752
H 0.180 -3.918 0.553
C 0.402 -4.185 3.960
H -1.336 -5.370 -3.077
H 0.854 -5.198 4.171
*
```

**Lowest unoccupied orbital energy**: -0.1061 Ha
**Frontier orbital gap**: 0.2537 Eh
**Total energy**: -5355.9563 hartree


# 3
The following is a DFT calculation (ωB97M-V/def2-TZVPD) of a structure of composition C42H59N5O3PtS3.

Geometry as ORCA input:
```
! wB97M-V def2-TZVPD RIJCOSX def2/J DEFGRID3
* xyz 2 1
H 6.281 -3.570 0.285
C -7.989 -0.316 5.859
H 3.178 -6.002 -0.159
H 1.891 1.967 4.244
H 6.044 -0.990 0.352
C 6.309 -1.001 -0.706
H 0.114 6.493 -1.986
C -1.562 -0.275 -4.134
C 2.210 -1.094 -1.719
C 5.778 -2.278 -1.405
C 2.124 -4.352 1.750
H 1.851 -5.963 -1.330
H 7.395 -1.008 -0.786
C -7.417 -1.887 0.897
S -3.290 -2.208 0.350
C 0.811 3.875 -1.351
S -9.010 -1.911 0.578
H 0.261 0.416 3.831
H -9.976 -0.576 5.104
C -8.919 -0.631 4.886
C 3.614 -3.355 -0.638
C 1.588 0.219 -2.109
H -9.265 -1.271 2.880
C -7.165 -1.104 3.324
H 3.121 7.207 -1.351
H 3.207 -4.442 1.818
C -4.970 -2.013 0.752
C 4.287 -2.292 -1.278
C -0.025 1.909 -2.561
C 1.890 6.728 0.968
N -6.678 -1.522 2.021
H 6.146 -4.429 -1.267
C 1.616 -4.513 0.295
H -0.498 6.863 -0.370
H -2.744 -2.895 -2.363
C -6.637 -0.396 5.556
N -2.302 -0.949 -3.027
C 0.477 2.163 2.615
H 1.609 -6.665 0.271
H -0.212 -5.391 0.938
H -1.058 2.088 -2.859
C -2.204 -2.419 -3.176
H 1.826 -3.392 2.173
H -4.147 -0.876 -4.078
H 1.221 4.558 1.888
N -5.343 -1.606 1.912
C 1.101 4.638 -0.231
H 7.203 -2.180 -3.009
H 2.186 7.765 0.810
N -2.862 -0.471 0.005
H -1.972 0.727 -4.247
C 6.118 -2.216 -2.914
C 1.476 -2.265 -1.135
H 4.209 -4.155 -0.230
H 0.966 4.291 -2.341
C 3.553 -1.173 -1.796
H 5.710 -1.332 -3.404
H 2.220 3.363 3.229
C 0.387 6.890 -1.007
H 1.679 -5.142 2.356
H 5.949 -0.083 -1.167
H 5.759 -3.103 -3.437
H -5.896 -0.152 6.305
H -0.274 4.048 3.443
N 0.174 0.415 -2.516
H 2.724 6.217 1.453
C -8.520 -1.027 3.615
C -0.526 2.987 3.436
C 1.539 6.092 -0.378
H 0.625 2.316 -3.344
C 0.082 2.002 0.019
C 2.104 -5.862 -0.273
H -0.327 -3.639 0.802
H 2.617 1.746 2.647
H -1.728 -0.803 -5.076
H 0.738 0.033 2.173
H -0.932 0.486 2.534
O -0.495 0.793 0.183
C 0.085 -4.533 0.335
H 2.198 0.626 -2.924
C 0.954 4.005 0.999
C 0.496 2.701 1.171
H 1.038 6.731 1.650
C 2.771 6.176 -1.291
H -8.311 -0.013 6.846
O 0.276 -2.331 -1.238
S -6.259 -2.372 -0.339
H 0.456 0.305 -4.625
H 4.112 -0.359 -2.237
H -0.358 -4.644 -0.653
H 2.547 5.848 -2.307
C -0.079 -0.228 -3.833
O -3.324 0.345 0.708
H -1.166 -2.733 -3.133
H 3.587 5.563 -0.904
C 2.261 -3.391 -0.489
H -5.165 -0.847 4.079
C -3.734 -0.564 -3.116
H -1.534 2.882 3.031
C 0.307 2.584 -1.249
H 7.535 -3.408 -0.932
C -6.218 -0.787 4.298
H 1.746 0.887 -1.253
H -0.537 2.640 4.471
H -2.642 -2.720 -4.131
H -3.831 0.514 -3.009
Pt -1.403 -0.123 -1.296
H 0.679 7.933 -1.139
C 0.108 0.683 2.784
C 1.885 2.328 3.214
H -4.289 -1.059 -2.321
H 0.324 -1.240 -3.780
C 6.459 -3.499 -0.789
*
```

**Lowest unoccupied orbital energy (spin up / spin down)**: -0.3226 / -0.3226 Ha
**Frontier orbital gap (spin up / spin down)**: 0.1197 / 0.1197 Eh
**Total energy**: -3448.5224 hartree


# 4
The following is a DFT calculation (ωB97M-V/def2-TZVPD) of a cluster of 9 separate species, C42H59N9O15 in total in a non-equilibrium geometry.

Geometry as ORCA input:
```
! wB97M-V def2-TZVPD RIJCOSX def2/J DEFGRID3
* xyz 0 1
O 33.014 40.131 47.293
C 41.548 35.738 42.725
H 39.400 42.510 43.731
H 36.795 41.767 42.078
H 37.031 39.230 49.135
H 38.545 43.342 41.578
H 39.350 34.155 45.241
C 39.464 42.804 41.567
C 41.996 39.657 52.088
N 42.543 44.087 46.624
H 38.428 37.284 48.538
H 38.972 36.377 45.827
H 40.505 40.872 52.283
H 36.307 42.524 40.705
C 43.085 40.762 52.202
O 44.457 44.344 47.898
C 35.344 37.990 49.992
C 36.375 43.598 43.754
H 42.597 40.257 41.490
H 36.010 41.483 49.708
H 40.349 38.270 44.845
N 37.627 34.487 48.386
C 39.452 41.742 49.969
C 40.821 34.540 43.423
C 41.513 37.107 43.444
C 37.491 37.069 48.893
C 41.674 45.045 47.314
H 43.966 43.479 50.442
H 45.252 42.619 51.519
H 44.242 43.170 46.163
H 35.469 42.358 46.400
H 41.017 40.976 47.847
C 35.422 35.487 49.470
C 35.083 38.363 46.482
C 44.043 42.835 51.265
H 34.983 45.547 42.268
C 40.262 42.570 40.225
H 40.534 44.774 47.278
N 35.437 42.925 48.308
H 42.731 41.326 53.016
C 35.888 37.301 45.881
H 36.278 45.393 41.048
H 44.027 39.776 49.773
H 36.193 35.238 45.358
C 43.868 43.940 46.903
H 36.795 37.553 45.232
C 39.874 42.084 42.797
H 39.657 39.692 51.689
O 37.757 40.075 44.806
C 36.058 42.414 41.519
N 39.982 43.399 39.073
N 38.344 40.167 45.911
H 43.478 43.296 52.324
C 41.967 43.638 45.453
C 39.885 34.860 44.599
C 33.131 36.573 46.925
O 31.912 38.538 48.416
N 36.027 43.631 42.389
C 39.796 36.304 45.103
N 32.867 38.977 47.643
C 40.826 41.004 50.189
O 39.289 40.934 46.097
H 39.673 42.392 49.109
C 34.021 35.543 46.189
C 35.534 35.920 45.811
H 35.071 41.939 41.489
H 36.819 43.291 46.823
H 41.813 45.282 48.284
H 38.648 41.144 49.614
H 43.944 40.092 52.400
C 40.539 37.358 44.520
O 34.417 44.671 49.248
H 33.528 34.544 46.012
O 38.897 34.570 48.338
H 42.302 38.811 51.388
H 35.454 39.458 46.545
H 34.672 38.895 50.298
H 35.059 34.515 49.347
H 42.324 43.042 44.680
H 41.919 39.346 48.828
H 35.379 44.782 47.549
H 42.052 37.805 43.023
C 40.654 40.244 51.482
H 41.531 44.432 44.876
O 38.186 39.178 46.725
H 36.753 42.497 43.942
O 39.291 44.455 39.218
C 44.074 40.835 49.906
C 35.086 44.188 48.336
O 41.873 43.089 49.727
C 41.035 40.113 48.855
H 34.288 41.211 49.269
H 41.301 42.753 45.669
H 41.868 46.210 46.934
H 45.039 41.199 49.980
C 36.154 42.366 47.212
C 35.165 41.893 49.499
C 43.230 41.527 50.977
O 40.800 43.207 38.189
N 40.917 33.253 42.921
O 36.164 44.558 44.459
O 41.532 32.842 41.900
H 32.232 36.201 47.373
H 44.112 41.321 48.871
H 42.035 41.519 39.413
H 34.545 44.769 41.222
H 42.222 35.567 41.731
C 40.890 41.035 42.693
C 34.749 36.711 50.116
H 40.154 39.367 48.607
H 39.128 42.542 50.659
C 36.703 38.301 49.406
H 41.735 39.088 52.948
H 36.782 41.491 47.327
H 33.833 36.914 50.470
C 35.585 44.926 41.688
O 40.381 32.319 43.716
C 36.859 35.712 48.918
H 34.709 42.182 50.325
C 41.451 41.656 40.353
N 41.959 41.959 50.363
C 33.691 37.995 46.964
O 36.967 33.529 47.950
H 41.071 40.711 43.473
C 41.745 40.912 41.558
*
```

**Lowest unoccupied orbital energy**: -0.1753 Ha
**Frontier orbital gap**: 0.1456 Eh
**Total energy**: -3255.7123 hartree